# C3H9IN2O4PS2

A molecular structure, C3H9IN2O4PS2 (ωB97M-V/def2-TZVPD, OMol25).

Calculated values
LUMO level: 0.0850 Eh
total energy: -53486.545 eV
net charge: -1
highest occupied orbital energy: -5.71 eV

Last column: natural (NBO) charge in e.
Element x y z (Å)
N 0.69 -0.40 2.86  -1.325
P -0.13 0.95 2.97  1.056
S 0.10 2.13 1.15  1.935
O -0.96 3.18 1.09  -0.938
O 1.45 2.75 1.31  -0.961
N 0.19 1.13 -0.18  -1.165
S -1.32 0.51 -0.57  2.173
O -1.95 -0.25 0.56  -0.988
O -2.30 1.51 -1.07  -0.951
C -0.91 -0.64 -1.94  -0.629
C 0.03 -1.72 -1.34  -0.459
C 1.53 -1.40 -1.48  -0.482
I 2.20 -1.61 -3.53  0.001
H 1.14 -0.46 1.95  0.378
H 0.40 1.71 4.06  -0.048
H -1.52 0.76 3.24  -0.036
H -1.82 -1.06 -2.36  0.248
H -0.35 -0.03 -2.67  0.243
H -0.15 -2.70 -1.81  0.209
H -0.21 -1.83 -0.26  0.260
H 1.81 -0.41 -1.10  0.260
H 2.09 -2.14 -0.88  0.219